[1]
Formula: C19H20N4O3S
Source: the OMol25 dataset
Level of theory: the ωB97M-V functional and the def2-TZVPD basis

Structure (XYZ):
```
47
Properties=species:S:1:pos:R:3:forces:R:3:nbo_charge:R:1
C 1.4500 -1.8724 -0.6352 -0.1543 -0.1444 0.0027 -0.665
C 2.4112 -0.7482 -0.4207 0.0660 -0.1900 -0.0050 0.001
C 2.2357 0.5329 -0.9232 -0.4217 0.1585 -0.3823 -0.274
C 3.1715 1.5326 -0.7128 0.2551 0.2108 -0.0067 -0.198
C 4.3169 1.2731 0.0133 -0.1094 0.0651 -0.0274 -0.223
C 4.5058 0.0051 0.5429 -0.0155 -0.0257 0.0043 -0.174
C 3.5700 -0.9852 0.3214 -0.0717 0.1009 -0.0650 -0.201
H 3.7230 -1.9722 0.7327 0.0100 -0.1161 0.0284 0.218
H 5.3880 -0.2108 1.1267 0.0836 -0.0276 0.0454 0.218
H 5.0484 2.0498 0.1727 0.0555 0.0777 -0.0042 0.221
H 2.9829 2.5036 -1.1437 0.1149 0.1512 0.0009 0.238
S 0.7493 1.1285 -1.7350 -0.0307 0.4156 -0.1554 2.294
O -0.0583 0.0802 -2.2849 0.1886 -0.0987 0.3211 -0.938
O 1.0763 2.2301 -2.5865 0.2465 0.1272 0.2772 -0.927
N -0.1069 1.8069 -0.4245 0.3701 0.0106 -1.0396 -0.847
C -0.3956 0.8474 0.5570 0.2780 -0.4271 0.7810 0.286
N 0.4249 0.7667 1.5601 -0.2316 0.2283 -0.2134 -0.384
C 0.2897 -0.2655 2.4309 -0.3420 -0.3766 -0.0747 0.046
C 1.1512 -0.3813 3.5308 0.0398 -0.1814 0.1875 -0.173
C 1.0782 -1.4906 4.3329 0.2057 0.2868 0.0478 -0.234
C 0.1520 -2.5071 4.0599 -0.1937 -0.1481 -0.1404 -0.193
C -0.7040 -2.4138 2.9945 0.0969 -0.0524 0.1659 -0.238
C -0.6633 -1.2806 2.1610 0.3024 0.4073 0.0992 0.214
N -1.5384 -1.1595 1.1415 -0.1227 0.2786 -0.2456 -0.496
C -1.4802 -0.0859 0.3702 -0.1298 -0.5903 0.6443 0.380
N -2.4527 0.0668 -0.5445 -0.0189 0.0333 -0.1362 -0.397
C -2.6865 1.2615 -1.3288 -0.2877 0.3842 -0.3188 -0.246
H -2.0248 1.2893 -2.2018 -0.1664 0.1051 0.0910 0.215
C -4.1445 1.2719 -1.7840 0.0667 0.2317 0.2216 -0.074
H -4.8027 1.2859 -0.9012 0.0808 0.0460 -0.1015 0.164
O -4.4719 0.1698 -2.6041 -0.0661 0.0087 -0.1311 -0.529
C -3.7043 -0.9850 -2.3165 0.0985 -0.2020 0.1291 -0.079
H -4.3228 -1.8405 -2.5989 0.1377 0.0154 0.0672 0.197
C -3.3166 -1.0576 -0.8449 -0.2250 -0.2488 -0.2349 -0.246
H -2.7703 -1.9770 -0.6295 -0.1568 0.0393 -0.0772 0.242
H -4.2127 -1.0356 -0.2122 0.0591 -0.1283 -0.0223 0.197
H -2.7879 -0.9888 -2.9237 -0.0983 -0.0502 0.0327 0.178
H -4.3434 2.1687 -2.3763 0.0643 -0.0288 0.1372 0.199
H -2.4910 2.1456 -0.7191 -0.1226 -0.0598 -0.1719 0.222
H -1.4284 -3.1831 2.7775 -0.0815 -0.0765 -0.0263 0.224
H 0.1155 -3.3730 4.7049 -0.0192 -0.0753 0.0321 0.215
H 1.7390 -1.5904 5.1812 0.0583 0.0153 0.0582 0.215
H 1.8623 0.4095 3.7127 0.0959 0.0799 0.0060 0.223
H 0.4716 2.5466 -0.0433 0.0692 0.1025 0.0959 0.415
H 0.6679 -1.5993 -1.3346 0.0315 -0.2300 0.0763 0.256
H 0.9939 -2.1570 0.3136 -0.0239 -0.0461 0.0408 0.231
H 1.9826 -2.7427 -1.0162 0.0145 -0.0561 -0.0140 0.227
```
Positions in Å, forces in eV/Å.

E_HOMO (eV): -7.98
Relative energy (zero: lowest compared OMol25 entry of this formula, charge and spin) (eV): 3.332
Orbital gap (eV): 7.856
SMILES string: Cc1ccccc1S(=O)(=O)Nc1nc2ccccc2nc1N1CCOCC1

[2]
Formula: C31H38N6O5Pt
Source: the OMol25 dataset
Level of theory: the ωB97M-V functional and the def2-TZVPD basis

Structure (XYZ):
```
81
Properties=species:S:1:pos:R:3:forces:R:3:mulliken_charge:R:1
Pt -0.4123 -0.1802 0.7654 3.0185 0.5542 4.0444 3.772
C -3.2743 2.3150 0.0759 0.0404 0.0993 0.1717 -0.232
C -2.1411 3.0100 0.8406 -0.1185 -0.0763 -0.1378 -0.409
C -0.8812 3.1241 0.0124 -0.1556 0.0828 0.0068 -1.065
N 0.0458 2.0013 0.1627 -0.3188 -1.3112 0.4796 -0.452
C 1.2788 2.1527 -0.2306 -0.0629 0.2070 -0.1587 0.936
C 1.8632 3.4113 -0.5744 0.0440 0.1168 0.0567 -1.103
C 3.0276 3.7143 -1.2314 -0.1413 -0.0568 -0.0553 -0.613
C 3.9323 2.8767 -1.8926 0.1251 -0.0903 -0.1020 -0.621
C 3.9585 1.5072 -1.8098 0.0610 0.1859 0.1209 -0.668
C 3.2086 0.6898 -0.9647 -0.1477 -0.1263 0.0529 -0.084
C 2.1201 0.9698 -0.1411 0.5626 0.0018 -0.4886 -0.013
N 1.7131 0.1238 0.7888 -1.0262 -0.9898 -0.1480 0.049
C 2.5526 -0.9782 1.2117 0.0786 -0.2799 -0.3167 -0.788
C 1.9801 -1.5525 2.4832 -0.0448 0.0344 0.2508 -1.254
C 1.4113 -0.4332 3.3380 0.1380 0.1225 -0.1918 -1.041
N 0.0666 -0.1187 2.8930 -0.4522 -0.1083 -1.3994 -0.104
C -0.7506 0.6308 3.6101 -0.0701 0.3783 0.3535 0.506
C -0.3042 1.4436 4.6560 0.0673 -0.0888 -0.2747 -0.244
C -1.0198 2.1528 5.6185 -0.2356 -0.1319 0.1832 -0.730
C -2.3608 2.0893 5.9194 0.2070 0.0915 0.1200 -0.553
C -3.3263 1.3411 5.2387 -0.0323 0.0323 -0.2322 -0.442
C -3.2444 0.7025 4.0278 -0.1269 -0.0594 0.2089 -1.130
C -2.1390 0.5453 3.1469 0.0753 0.1133 -0.0194 1.213
N -2.2653 0.2294 1.8957 -0.3009 -0.8157 -1.7009 -0.610
C -3.5810 0.1499 1.2529 -0.2784 0.2005 0.2320 -1.264
C -4.1875 1.5302 1.0007 0.0444 -0.1653 0.0741 -0.845
H -2.8429 1.6176 -0.6426 -0.0551 0.1077 -0.1045 -0.061
H -3.8402 3.0639 -0.4826 0.0444 0.0015 -0.0514 0.448
H -1.8851 2.4676 1.7443 -0.0633 0.1493 0.0688 -0.200
H -2.4656 4.0049 1.1539 0.0324 0.0189 -0.0268 0.537
H -0.3841 4.0524 0.2928 0.0915 -0.0920 0.0652 0.618
H -1.1538 3.2058 -1.0456 0.1391 -0.0004 -0.0267 0.336
H 1.3079 4.2756 -0.2422 0.0413 0.0084 0.0280 0.219
H 3.2481 4.7748 -1.2946 -0.0825 0.0117 -0.0682 0.358
H 4.6861 3.3540 -2.5061 -0.0149 0.0126 0.0051 0.355
H 4.7043 0.9996 -2.4117 -0.0064 -0.0353 0.0248 0.396
H 3.4818 -0.3590 -0.9536 0.0804 0.0302 0.0036 0.533
H 3.5603 -0.5852 1.3889 -0.0330 0.1176 0.0079 0.668
H 2.6021 -1.7629 0.4568 0.1202 0.0682 -0.0486 0.091
H 2.7465 -2.1077 3.0240 0.0139 0.0273 0.0182 0.584
H 1.1697 -2.2328 2.2364 0.0962 -0.1530 0.1260 0.220
H 2.0638 0.4486 3.2878 0.0461 -0.0386 0.0884 0.385
H 1.3528 -0.7584 4.3796 -0.2067 0.0873 0.0253 0.730
H 0.7707 1.5726 4.6807 -0.0019 -0.0070 0.0541 0.335
H -0.4234 2.7953 6.2571 0.0374 -0.0316 -0.0083 0.354
H -2.6966 2.6483 6.7837 -0.0143 -0.0025 -0.0105 0.335
H -4.3066 1.3172 5.7027 -0.0135 -0.0033 -0.0341 0.355
H -4.1654 0.2571 3.6754 0.0119 -0.0104 0.0093 0.311
H -4.2708 -0.4609 1.8445 0.1056 -0.1170 -0.0074 0.536
H -3.4363 -0.3432 0.2995 -0.0187 -0.1098 0.0112 0.338
H -4.3298 2.0702 1.9425 -0.1077 -0.0049 -0.0220 0.360
H -5.1706 1.3810 0.5496 -0.0101 -0.0040 0.0189 0.503
O -2.2832 -2.0694 -0.3110 0.1163 -0.0723 0.0376 -0.493
C -1.6588 -2.7371 0.4954 -0.5418 -0.3369 -0.3440 -0.269
O -0.7183 -2.3419 1.2879 0.0405 2.1622 -0.8951 -0.497
H -1.9204 -3.8048 0.5831 0.3213 -0.0890 0.3204 0.422
C -0.4533 -4.3775 -4.5783 0.0451 0.0034 0.0703 -1.423
C -0.1952 -3.6759 -3.2468 -0.1042 -0.0178 -0.1567 -0.962
C 0.8756 -2.5447 -3.3044 0.0950 -0.0836 0.1418 2.336
C 2.2129 -3.0352 -3.8618 0.0105 0.1521 -0.0460 -1.171
C 3.2622 -1.9270 -3.9242 -0.0619 -0.0394 -0.0156 -0.966
C 0.2999 -1.4579 -4.1825 -0.0284 -0.0211 0.0311 -0.494
O 0.4310 -1.4092 -5.3856 0.0084 -0.0204 0.0078 -0.661
N -0.4880 -0.5491 -3.5191 0.0025 0.0762 -0.0472 0.091
C -0.5245 -0.3630 -2.1451 0.2202 -0.2565 -0.3554 -0.249
O -1.2573 0.5143 -1.7013 -0.1055 -0.1135 -0.0179 -0.656
N 0.2842 -1.1010 -1.3452 -1.0856 0.7437 0.0057 1.089
C 1.0538 -2.1162 -1.8332 -0.0719 0.1488 -0.0714 -1.137
O 1.8455 -2.7355 -1.1441 -0.1117 -0.1111 0.0191 -0.759
H -1.3403 -5.0068 -4.4962 0.0113 -0.0032 0.0030 0.429
H 0.3825 -5.0193 -4.8574 -0.0057 0.0187 -0.0303 0.311
H -0.6151 -3.6605 -5.3827 -0.0204 -0.0294 -0.0202 0.331
H 0.1354 -4.4035 -2.5026 0.0400 0.0548 0.0378 0.514
H -1.1287 -3.2388 -2.8801 0.0234 -0.0212 0.0762 0.308
H 2.0475 -3.4241 -4.8659 -0.0068 -0.0481 0.0203 0.486
H 2.5651 -3.8420 -3.2206 -0.0485 -0.0525 -0.0254 0.434
H 2.9824 -1.1711 -4.6596 0.0278 0.0030 0.0044 0.338
H 4.2332 -2.3343 -4.2077 0.0022 0.0307 -0.0075 0.493
H 3.3706 -1.4405 -2.9535 0.0493 -0.0285 0.0007 -0.041
H -0.9921 0.1274 -4.0725 -0.0037 -0.0006 -0.0199 0.342
```
Positions in Å, forces in eV/Å.

E_HOMO (eV): -7.53
Relative energy (zero: lowest compared OMol25 entry of this formula, charge and spin) (eV): 3.028
Orbital gap (eV): 5.825